{"formula": "C22H27CsN4O2STe", "method": "ωB97M-V with the def2-TZVPD basis set", "elements": ["Cs", "C", "C", "N", "C", "C", "C", "C", "N", "H", "H", "H", "H", "H", "H", "H", "H", "H", "H", "H", "H", "H", "H", "O", "N", "O", "C", "C", "C", "C", "C", "C", "N", "C", "C", "C", "C", "C", "C", "H", "H", "H", "H", "H", "H", "H", "H", "H", "H", "Te", "C", "C", "C", "C", "S", "H", "H", "H"], "positions_angstrom": [[1.2956, -1.2691, -2.9599], [-2.0047, 3.8277, 0.0497], [-2.6396, 2.6329, 0.7538], [-1.7242, 1.8503, 1.5711], [-1.6684, 2.1467, 2.9882], [-0.6043, 3.1704, 3.3869], [-0.8506, 0.9599, 0.9626], [0.1388, 0.2295, 1.8250], [-0.8039, 0.7168, -0.2838], [-2.7364, 4.3289, -0.5820], [-1.1849, 3.5232, -0.5976], [-1.6201, 4.5449, 0.7750], [-3.1067, 1.9745, 0.0131], [-3.4488, 2.9737, 1.4069], [-1.5225, 1.2228, 3.5539], [-2.6547, 2.5255, 3.2791], [0.3902, 2.8227, 3.1164], [-0.6197, 3.3413, 4.4653], [-0.7755, 4.1225, 2.8889], [-0.2789, -0.1215, 2.7667], [0.9931, 0.8654, 2.0536], [0.4999, -0.6278, 1.2628], [-1.4766, 1.2644, -0.8231], [2.8838, -1.8247, -5.0343], [2.7591, -3.0424, -4.7407], [2.8998, -3.2886, -3.5187], [4.6455, -1.3945, 3.1105], [3.4782, -1.8684, 3.6895], [2.4113, -2.3047, 2.9317], [2.4582, -2.2894, 1.5189], [3.6636, -1.7874, 0.9533], [4.7140, -1.3560, 1.7167], [1.4440, -2.5582, 0.6729], [0.4332, -3.3926, 1.0041], [-0.8320, -3.1756, 0.3975], [-1.8980, -4.0118, 0.6122], [-1.7801, -5.1249, 1.4422], [-0.5506, -5.3645, 2.0374], [0.5272, -4.5286, 1.8358], [5.4747, -1.0558, 3.7206], [3.3864, -1.8888, 4.7729], [1.5087, -2.6348, 3.4335], [3.6878, -1.7601, -0.1287], [5.6078, -0.9833, 1.2235], [-0.9301, -2.3098, -0.2477], [-2.8432, -3.7929, 0.1234], [-2.6204, -5.7891, 1.6085], [-0.4195, -6.2367, 2.6737], [1.4778, -4.7716, 2.2969], [-1.3123, 2.0922, -3.6143], [-1.6484, 2.8971, -5.5633], [-0.9677, 3.8877, -6.2193], [-1.4770, 4.1765, -7.5046], [-2.5549, 3.4024, -7.8317], [-2.9341, 2.3218, -6.5501], [-0.1167, 4.3866, -5.7790], [-1.0553, 4.9246, -8.1640], [-3.1176, 3.4208, -8.7519]], "lowdin_charge": [0.96, -0.09, -0.23, -0.10, -0.24, -0.08, -0.44, -0.02, 0.14, 0.07, 0.03, 0.05, 0.11, 0.11, 0.10, 0.11, 0.06, 0.07, 0.06, 0.07, 0.08, 0.05, -0.05, -0.42, -0.39, -0.42, -0.16, -0.15, -0.07, -0.34, -0.05, -0.14, 0.04, -0.33, -0.05, -0.13, -0.16, -0.14, -0.06, 0.07, 0.08, 0.10, 0.09, 0.09, 0.08, 0.09, 0.07, 0.08, 0.10, 0.41, -1.11, -0.30, -0.25, -0.48, 0.85, 0.08, 0.08, 0.04], "max_force_ev_per_a": 2.26, "charge": -2, "e_homo_ha": -0.047, "homo_lumo_gap_ha": 0.197}

***

{"formula": "CH3N4O5S", "method": "ωB97M-V with the def2-TZVPD basis set", "elements": ["C", "N", "N", "N", "N", "O", "O", "O", "O", "O", "S", "H", "H", "H"], "positions_angstrom": [[-0.0236, -0.5125, 0.3579], [-0.9554, -1.2046, 0.8199], [-0.1898, 0.4858, -0.5273], [1.2827, -0.7885, 0.7155], [2.2514, -0.4716, 0.0183], [2.2518, -0.1760, -1.1613], [4.3381, 1.6309, -0.4788], [3.4571, -0.3118, 0.7077], [2.2392, 1.8505, 0.5623], [4.1939, 1.6116, 1.9466], [3.5817, 1.3800, 0.6620], [-0.5547, -1.9551, 1.4007], [-1.2345, 0.8126, -0.6076], [0.5540, 1.0257, -0.7328]], "mulliken_spin": [-0.04, 0.34, -0.01, 0.67, 0.39, 0.61, 0.00, 0.00, 0.02, 0.01, 0.02, -0.01, 0.00, 0.00], "max_force_ev_per_a": 8.17, "charge": -1, "relative_energy_ev": 0.000, "multiplicity": 3, "s_squared": 2.02, "e_homo_ha": [-0.131, -0.213], "homo_lumo_gap_ha": [0.273, 0.233]}

***

{"formula": "C18H40B3N5O8", "method": "ωB97M-V with the def2-TZVPD basis set", "elements": ["O", "N", "O", "C", "B", "O", "B", "O", "B", "C", "C", "C", "C", "N", "C", "O", "H", "H", "H", "H", "H", "H", "H", "C", "C", "C", "O", "C", "N", "H", "H", "H", "H", "H", "H", "H", "H", "H", "H", "H", "C", "C", "C", "O", "C", "N", "H", "H", "H", "H", "H", "H", "H", "H", "H", "H", "H", "C", "C", "C", "O", "C", "N", "H", "H", "H", "H", "H", "H", "H", "H", "H", "H", "H"], "positions_angstrom": [[-3.6213, -1.8731, -3.7676], [-2.7437, -2.3757, -4.3401], [-1.5293, -1.6988, -4.1027], [-0.4137, -2.5877, -4.3167], [-0.2971, -3.5944, -3.0992], [-1.3550, -4.3694, -2.6609], [-1.5367, -4.2700, -1.2847], [-0.3951, -4.3393, -0.4959], [0.5258, -3.4360, -1.0280], [1.0167, -2.2023, -0.2299], [1.4906, -2.3173, 1.0810], [1.8786, -1.1526, 1.7200], [1.8227, 0.0774, 1.0762], [1.3709, 0.2008, -0.1747], [0.9776, -0.9185, -0.7742], [0.8833, -3.6644, -2.3609], [0.4656, -1.9526, -4.3101], [-0.4767, -3.0629, -5.2954], [-2.5990, -4.0538, -0.8055], [1.5529, -3.2760, 1.5715], [2.2409, -1.1931, 2.7376], [2.1470, 0.9706, 1.5976], [0.6013, -0.8074, -1.7861], [-7.7444, -2.7106, 1.6404], [-7.0753, -4.0757, 1.5107], [-5.5878, -4.0783, 1.8909], [-4.7246, -3.5119, 0.9255], [-4.6493, -2.0984, 0.9329], [-7.3020, -4.5868, 0.1560], [-7.4979, -2.0536, 0.8072], [-8.8280, -2.8267, 1.6455], [-7.4575, -2.2150, 2.5700], [-7.5761, -4.7523, 2.2097], [-5.2668, -5.1191, 1.9853], [-5.4274, -3.6034, 2.8684], [-4.7372, -1.6970, 1.9466], [-5.4146, -1.6534, 0.2933], [-3.6760, -1.8194, 0.5287], [-6.9656, -5.5436, 0.0966], [-6.6969, -4.0693, -0.4761], [5.9968, 2.3148, -2.4911], [4.9048, 1.2528, -2.5859], [4.2357, 1.1751, -3.9661], [3.3155, 2.2110, -4.2461], [3.8867, 3.4301, -4.6777], [3.9348, 1.4691, -1.5102], [5.5831, 3.3168, -2.3823], [6.6197, 2.1298, -1.6160], [6.6446, 2.3005, -3.3704], [5.3790, 0.2811, -2.4155], [3.6477, 0.2538, -4.0019], [4.9859, 1.1092, -4.7665], [4.7790, 3.2618, -5.2881], [4.1380, 4.0761, -3.8332], [3.1414, 3.9454, -5.2831], [3.2675, 0.7052, -1.4930], [3.3690, 2.2758, -1.7596], [0.3032, 3.9841, 2.8490], [1.1213, 3.2491, 3.9067], [1.6565, 4.1552, 5.0237], [2.7602, 4.9590, 4.6599], [2.4441, 6.1448, 3.9546], [2.1946, 2.5053, 3.2387], [0.9348, 4.5294, 2.1488], [-0.2777, 3.2706, 2.2645], [-0.3951, 4.6871, 3.3070], [0.4583, 2.5215, 4.3845], [2.0229, 3.5151, 5.8307], [0.8552, 4.7765, 5.4453], [1.4978, 6.5742, 4.2960], [2.3996, 5.9706, 2.8772], [3.2421, 6.8616, 4.1451], [2.6712, 1.9222, 3.9223], [2.9027, 3.1762, 2.9499]], "lowdin_charge": [0.08, -0.03, -0.10, -0.05, -0.51, 0.26, -0.29, 0.27, -0.49, -0.05, -0.01, -0.05, -0.12, 0.07, -0.09, 0.30, 0.12, 0.12, 0.12, 0.12, 0.10, 0.07, 0.12, -0.07, -0.43, -0.21, -0.20, -0.10, 0.04, 0.06, 0.07, 0.08, 0.13, 0.12, 0.12, 0.09, 0.08, 0.08, 0.07, 0.07, -0.07, -0.43, -0.21, -0.19, -0.11, 0.05, 0.06, 0.07, 0.08, 0.13, 0.12, 0.12, 0.09, 0.08, 0.09, 0.04, 0.07, -0.07, -0.42, -0.21, -0.19, -0.11, 0.04, 0.07, 0.08, 0.08, 0.14, 0.12, 0.12, 0.09, 0.08, 0.09, 0.08, 0.08], "max_force_ev_per_a": 1.44, "charge": 0, "e_homo_ha": -0.328, "homo_lumo_gap_ha": 0.338}

***

{"formula": "C2H3N3O2", "method": "ωB97M-V with the def2-TZVPD basis set", "elements": ["N", "C", "N", "O", "C", "O", "N", "H", "H", "H"], "positions_angstrom": [[0.3700, -1.2315, -1.3166], [0.4350, -0.1682, -0.4487], [0.6173, 1.0465, -0.8363], [-0.1138, 1.7788, 0.1248], [-0.4275, 1.0156, 1.2009], [-0.9589, 1.4393, 2.1874], [-0.0409, -0.2794, 0.8600], [-0.4474, -1.7788, -1.0692], [0.2821, -0.8866, -2.2698], [0.2841, -0.9358, 1.5675]], "lowdin_charge": [0.13, -0.45, 0.13, 0.03, -0.54, 0.12, 0.19, 0.10, 0.11, 0.17], "max_force_ev_per_a": 1.56, "charge": 0, "relative_energy_ev": 1.759, "e_homo_ha": -0.346, "smiles": "Nc1noc(=O)[nH]1", "homo_lumo_gap_ha": 0.363}

***

{"formula": "C5H10O", "method": "ωB97M-V with the def2-TZVPD basis set", "elements": ["O", "C", "C", "C", "C", "C", "H", "H", "H", "H", "H", "H", "H", "H", "H", "H"], "positions_angstrom": [[0.7987, 0.8094, 1.7312], [0.4765, 1.2293, 0.4152], [-1.0030, 0.9306, 0.0845], [-0.9537, -0.4033, -0.6094], [0.2884, -0.7199, -0.9664], [1.2845, 0.3350, -0.5409], [0.2432, 1.3071, 2.3422], [0.7179, 2.2940, 0.2758], [-1.6211, 0.9073, 0.9896], [-1.4356, 1.6959, -0.5740], [-1.8454, -0.9934, -0.8040], [0.5826, -1.6111, -1.5183], [2.1672, -0.0536, -0.0204], [1.6438, 0.8962, -1.4105], [-0.9091, -3.5922, 0.2820], [-0.4350, -3.0314, 0.3231]], "lowdin_charge": [-0.04, -0.38, -0.14, -0.12, -0.12, -0.13, 0.09, 0.14, 0.11, 0.11, 0.10, 0.10, 0.12, 0.11, 0.04, 0.01], "max_force_ev_per_a": 0.42, "charge": 0, "relative_energy_ev": 1.668, "e_homo_ha": -0.340, "smiles": "OC1CC=CC1.[H][H]", "homo_lumo_gap_ha": 0.377}

***

{"formula": "C3H3N", "method": "ωB97M-V with the def2-TZVPD basis set", "elements": ["C", "C", "C", "N", "H", "H", "H"], "positions_angstrom": [[-1.6514, -0.3505, -0.0297], [-0.5881, 0.5130, 0.0212], [0.7803, 0.0655, -0.0436], [1.9312, -0.2146, 0.0154], [-2.7275, -0.1442, -0.0039], [-1.2947, -1.3446, 0.1439], [-0.7410, 1.6228, 0.0649]], "lowdin_charge": [0.04, -0.18, -0.24, 0.14, 0.07, 0.05, 0.11], "max_force_ev_per_a": 4.07, "charge": 0, "relative_energy_ev": 0.362, "e_homo_ha": -0.385, "smiles": "C=CC#N", "homo_lumo_gap_ha": 0.388}

***

Which value of charge does entry 6 give? 0

***

Please write out number 2 again, unchanged.
{"formula": "CH3N4O5S", "method": "ωB97M-V with the def2-TZVPD basis set", "elements": ["C", "N", "N", "N", "N", "O", "O", "O", "O", "O", "S", "H", "H", "H"], "positions_angstrom": [[-0.0236, -0.5125, 0.3579], [-0.9554, -1.2046, 0.8199], [-0.1898, 0.4858, -0.5273], [1.2827, -0.7885, 0.7155], [2.2514, -0.4716, 0.0183], [2.2518, -0.1760, -1.1613], [4.3381, 1.6309, -0.4788], [3.4571, -0.3118, 0.7077], [2.2392, 1.8505, 0.5623], [4.1939, 1.6116, 1.9466], [3.5817, 1.3800, 0.6620], [-0.5547, -1.9551, 1.4007], [-1.2345, 0.8126, -0.6076], [0.5540, 1.0257, -0.7328]], "mulliken_spin": [-0.04, 0.34, -0.01, 0.67, 0.39, 0.61, 0.00, 0.00, 0.02, 0.01, 0.02, -0.01, 0.00, 0.00], "max_force_ev_per_a": 8.17, "charge": -1, "relative_energy_ev": 0.000, "multiplicity": 3, "s_squared": 2.02, "e_homo_ha": [-0.131, -0.213], "homo_lumo_gap_ha": [0.273, 0.233]}

***

charge of number 2 (CH3N4O5S)? -1